Record 1
Computed, not measured: C30H24BrCl3N3O2RuTe as an isolated structure, with ωB97M-V/def2-TZVPD.

CARTESIAN COORDINATES (ANGSTROEM)
Ru 0.809 -1.198 0.251
C -1.922 -2.124 -4.640
C -0.744 -2.394 -3.754
C 0.325 -3.191 -4.166
C 1.411 -3.395 -3.333
C 1.382 -2.792 -2.094
Br 2.876 -2.874 -0.910
N 0.369 -2.053 -1.656
C -0.672 -1.850 -2.484
H -1.598 -1.939 -5.663
H -2.484 -1.256 -4.298
H -2.594 -2.984 -4.655
H 0.318 -3.636 -5.153
H 2.265 -3.985 -3.635
H -1.455 -1.190 -2.130
Cl 2.090 -3.837 6.665
C 1.989 -2.902 5.227
C 1.300 -3.409 4.132
C 1.248 -2.621 3.007
Cl 0.372 -3.200 1.582
C 1.839 -1.366 2.899
O 1.761 -0.625 1.785
C 2.521 -0.893 4.024
Cl 3.250 0.663 3.959
C 2.597 -1.652 5.178
H 0.831 -4.382 4.171
H 3.127 -1.274 6.041
N 2.093 3.038 -4.703
C 1.481 2.045 -4.034
O 0.781 1.201 -4.559
C 1.672 2.005 -2.534
C 2.087 3.048 -1.720
C 2.155 2.836 -0.348
C 1.793 1.610 0.169
N 1.368 0.610 -0.620
C 1.330 0.804 -1.936
H 1.991 3.064 -5.706
H 2.781 3.638 -4.284
H 2.344 4.018 -2.127
H 2.485 3.615 0.325
H 1.847 1.400 1.230
H 0.993 0.002 -2.574
Te -1.717 -0.687 0.750
C -2.369 0.959 -0.371
C -3.676 0.864 -0.844
C -4.204 1.903 -1.598
C -3.431 3.020 -1.877
C -2.134 3.113 -1.392
C -1.593 2.082 -0.637
C -1.478 0.135 2.661
C -1.132 1.446 2.923
C -0.943 1.816 4.241
C -1.080 0.895 5.277
C -1.423 -0.421 4.998
C -1.628 -0.804 3.674
H -4.288 -0.004 -0.626
H -5.220 1.838 -1.961
H -3.846 3.828 -2.464
H -1.542 3.996 -1.596
H -0.600 2.175 -0.237
H -1.031 2.182 2.142
H -0.691 2.845 4.467
H -0.927 1.213 6.299
H -1.545 -1.143 5.793
H -1.915 -1.825 3.449

Properties
* calculated total energy: -157536.85251 eV
* charge: +2
* multiplicity: 2
* orbital gap (alpha / beta): 0.2481 / 0.2290 hartree
* ΔE to the lowest compared entry with this formula, charge and spin: 0.0 kJ/mol
* HOMO (alpha / beta): -13.7 / -13.7 eV


Record 2
Computed, not measured: C30H24BrClO2PTm as an isolated structure, with ωB97M-V/def2-TZVPD.

CARTESIAN COORDINATES (ANGSTROEM)
C -0.864 -1.973 2.469
C -0.741 -2.409 1.119
C 0.641 -2.661 0.863
H -1.570 -2.616 0.442
C 1.377 -2.354 2.048
C 0.451 -1.922 3.050
H 0.680 -1.708 4.100
H -1.802 -1.799 2.997
H 1.054 -3.089 -0.053
H 2.448 -2.495 2.191
Tm 0.425 -0.152 1.392
Cl 2.776 0.510 1.021
P 0.186 -0.226 -1.726
C 1.397 -1.300 -2.561
C 1.112 -2.067 -3.701
H 0.111 -2.055 -4.134
C 2.114 -2.856 -4.277
H 1.882 -3.446 -5.163
C 3.395 -2.894 -3.732
H 4.175 -3.499 -4.190
C 3.678 -2.142 -2.588
H 4.672 -2.170 -2.146
C 2.690 -1.356 -2.006
H 2.907 -0.777 -1.105
C -1.429 -0.698 -2.405
C -1.847 -2.038 -2.295
H -1.162 -2.792 -1.903
C -3.139 -2.404 -2.675
H -3.452 -3.444 -2.579
C -4.030 -1.444 -3.166
H -5.037 -1.736 -3.466
C -3.622 -0.112 -3.266
H -4.314 0.643 -3.641
C -2.335 0.267 -2.876
H -2.033 1.313 -2.930
C 0.532 1.446 -2.382
C 1.079 1.641 -3.658
H 1.341 0.779 -4.276
C 1.290 2.940 -4.133
H 1.702 3.084 -5.132
C 0.983 4.044 -3.335
H 1.141 5.055 -3.711
C 0.471 3.848 -2.046
H 0.238 4.709 -1.417
C 0.255 2.560 -1.561
H -0.122 2.410 -0.545
Br 1.986 2.543 4.352
C 0.390 2.295 5.323
C 0.486 2.581 6.692
C -0.608 2.408 7.544
C -1.829 1.968 7.024
C -1.943 1.679 5.663
C -0.846 1.827 4.798
C -0.939 1.284 3.407
O -1.886 0.563 2.999
O 0.094 1.530 2.657
H 1.437 2.927 7.084
H -0.482 2.628 8.603
H -2.681 1.840 7.691
H -2.884 1.313 5.250

Properties
* calculated total energy: -156982.02252 eV
* multiplicity: 3
* orbital gap (alpha / beta): 0.3276 / 0.3279 hartree
* HOMO (alpha / beta): -8.6 / -8.6 eV


Record 3
Computed, not measured: C30H24BrMnNP2S2 as an isolated structure, with ωB97M-V/def2-TZVPD.

CARTESIAN COORDINATES (ANGSTROEM)
Mn 0.242 0.457 0.005
S -2.398 1.316 -0.158
P -2.413 -0.560 0.604
C -0.933 -1.260 0.252
P 0.301 -2.162 0.907
S 2.062 -1.187 0.452
C 0.220 -2.407 2.708
C -0.865 -3.132 3.203
C -1.029 -3.304 4.565
C -0.109 -2.749 5.448
C 0.969 -2.028 4.963
C 1.136 -1.856 3.594
C 0.395 -3.857 0.263
C -0.204 -4.134 -0.960
C -0.140 -5.413 -1.493
C 0.523 -6.418 -0.804
C 1.124 -6.144 0.418
C 1.062 -4.866 0.952
C -3.816 -1.514 -0.022
C -5.011 -0.900 -0.384
C -6.086 -1.671 -0.801
C -5.970 -3.054 -0.859
C -4.776 -3.667 -0.507
C -3.699 -2.897 -0.092
C -2.757 -0.448 2.390
C -3.868 -1.006 3.004
C -4.032 -0.899 4.380
C -3.087 -0.238 5.148
C -1.972 0.323 4.538
C -1.812 0.219 3.169
H -1.587 -3.562 2.515
H -1.879 -3.859 4.940
H -0.239 -2.879 6.515
H 1.689 -1.600 5.649
H 1.977 -1.296 3.205
H -0.725 -3.339 -1.481
H -0.610 -5.625 -2.445
H 0.570 -7.418 -1.218
H 1.641 -6.927 0.958
H 1.528 -4.656 1.907
H -5.090 0.179 -0.347
H -7.013 -1.190 -1.086
H -6.810 -3.654 -1.187
H -4.679 -4.744 -0.561
H -2.757 -3.371 0.164
H -4.616 -1.530 2.422
H -4.906 -1.336 4.846
H -3.215 -0.159 6.221
H -1.225 0.838 5.129
H -0.942 0.666 2.694
Br 2.945 2.427 1.631
C 2.355 2.749 -0.128
C 3.241 3.221 -1.080
C 2.769 3.419 -2.366
C 1.434 3.174 -2.650
C 0.620 2.740 -1.624
N 1.071 2.507 -0.377
H 4.271 3.409 -0.815
H 3.443 3.763 -3.139
H 1.030 3.322 -3.641
H -0.438 2.536 -1.754

Properties
* calculated total energy: -174602.22827 eV
* multiplicity: 6
* orbital gap (alpha / beta): 0.2321 / 0.2609 hartree
* ΔE to the lowest compared entry with this formula, charge and spin: 58.9 kJ/mol
* HOMO (alpha / beta): -6.6 / -7.5 eV


Record 4
Computed, not measured: C30H24Cl5N6O2PdSSi as an isolated structure, with ωB97M-V/def2-TZVPD.

CARTESIAN COORDINATES (ANGSTROEM)
Pd 1.082 1.934 1.125
N -0.635 -4.945 -5.362
C -0.608 -4.288 -4.183
C -0.901 -2.910 -4.117
C -0.864 -2.242 -2.920
C -0.544 -2.944 -1.760
C -0.238 -4.305 -1.796
C -0.270 -4.968 -2.995
S -0.442 -2.141 -0.238
O -0.328 -3.054 0.844
O -1.613 -1.148 -0.085
N 0.599 -0.903 -0.183
C 1.962 -0.938 -0.306
N 2.598 0.202 -0.009
C 3.920 0.181 -0.232
C 4.578 -0.950 -0.669
C 3.817 -2.081 -0.903
N 2.496 -2.070 -0.738
H -0.927 -4.491 -6.208
H -0.471 -5.934 -5.393
H -1.150 -2.379 -5.027
H -1.096 -1.186 -2.869
H 0.013 -4.811 -0.875
H -0.029 -6.022 -3.037
H 4.459 1.106 -0.086
H 5.646 -0.937 -0.827
H 4.237 -3.014 -1.257
Cl 1.375 4.135 2.773
C -0.333 3.913 2.688
C -0.750 2.840 1.910
C -2.124 2.623 1.876
Cl -2.855 1.242 1.063
C -3.020 3.453 2.554
Cl -4.707 3.145 2.482
C -2.555 4.537 3.295
Cl -3.647 5.574 4.101
C -1.182 4.767 3.377
Cl -0.558 6.056 4.309
N 8.250 4.018 0.729
C 7.128 3.760 0.828
C 5.761 3.439 0.935
C 4.817 3.908 -0.029
C 3.516 3.521 0.060
N 3.087 2.684 1.053
C 3.959 2.274 2.027
C 5.272 2.627 2.000
H 5.136 4.561 -0.828
H 2.770 3.849 -0.655
H 3.554 1.648 2.814
H 5.944 2.288 2.775
C -0.380 -0.167 2.350
Si -0.650 0.238 0.482
C -0.674 1.464 -1.008
C -4.488 -0.717 0.390
C -4.871 -1.412 1.502
C -5.682 -2.529 1.299
C -6.090 -2.870 0.017
C -5.676 -2.123 -1.078
C -4.843 -1.019 -0.896
H -1.103 0.295 3.018
H 0.618 0.139 2.693
H -0.431 -1.252 2.450
H -1.168 2.402 -0.763
H -1.205 1.018 -1.851
H 0.343 1.700 -1.341
H -4.581 -1.122 2.505
H -5.994 -3.120 2.150
H -6.735 -3.726 -0.129
H -6.009 -2.387 -2.073
H -4.509 -0.434 -1.745

Properties
* calculated total energy: -129327.98285 eV
* charge: +1
* multiplicity: 5
* orbital gap (alpha / beta): 0.1876 / 0.2204 hartree
* ΔE to the lowest compared entry with this formula, charge and spin: 214.1 kJ/mol
* HOMO (alpha / beta): -7.9 / -11.4 eV


Record 5
Computed, not measured: C30H24ClCoN5O7Se as an isolated structure, with ωB97M-V/def2-TZVPD.

CARTESIAN COORDINATES (ANGSTROEM)
Co 0.265 0.214 0.510
O 3.172 -1.944 -2.149
C 2.951 -1.173 -3.222
C 3.534 -1.530 -4.435
C 3.367 -0.749 -5.564
C 2.607 0.412 -5.498
C 2.011 0.774 -4.308
C 2.162 -0.003 -3.155
C 1.436 0.344 -1.941
O 1.335 -0.508 -0.954
N 0.831 1.504 -1.880
N 0.168 1.678 -0.727
C -0.829 2.540 -0.742
C -1.655 2.827 0.361
C -2.665 3.796 0.241
C -3.520 4.087 1.278
C -3.409 3.380 2.472
C -2.442 2.403 2.617
C -1.529 2.098 1.592
O -0.605 1.204 1.784
H 2.569 -1.623 -1.436
H 4.112 -2.442 -4.472
H 3.838 -1.042 -6.495
H 2.474 1.026 -6.380
H 1.398 1.660 -4.232
H -1.055 3.003 -1.701
H -2.765 4.307 -0.709
H -4.281 4.852 1.168
H -4.086 3.593 3.292
H -2.368 1.843 3.537
O -2.576 -2.789 0.166
Cl -2.034 -1.588 0.739
O -2.893 -1.191 1.800
O -0.727 -1.847 1.250
O -1.961 -0.578 -0.260
C -0.386 -3.124 -5.206
N -1.325 -3.679 -4.277
C -1.268 -3.490 -2.913
Se 0.029 -2.682 -1.987
N -2.380 -4.079 -2.378
C -3.107 -4.681 -3.363
C -4.261 -5.451 -3.346
C -4.675 -6.014 -4.553
C -3.990 -5.793 -5.734
C -2.855 -4.985 -5.773
C -2.419 -4.447 -4.574
H 0.128 -2.296 -4.714
H -0.914 -2.757 -6.088
H 0.361 -3.864 -5.509
H -2.617 -3.893 -1.407
H -4.808 -5.611 -2.432
H -5.550 -6.648 -4.562
H -4.336 -6.256 -6.648
H -2.325 -4.797 -6.695
C 1.850 -0.231 1.883
C 2.777 -1.189 1.388
C 2.436 -2.563 1.308
C 3.324 -3.494 0.847
C 4.620 -3.108 0.449
C 4.967 -1.746 0.501
C 4.074 -0.816 0.959
C 5.561 -4.051 0.041
N 6.368 -4.826 -0.253
H 2.292 0.727 2.147
H 1.150 -0.622 2.613
H 1.434 -2.846 1.596
H 3.043 -4.539 0.796
H 5.958 -1.449 0.179
H 4.354 0.230 1.005

Properties
* calculated total energy: -168773.58643 eV
* charge: -2
* multiplicity: 2
* orbital gap (alpha / beta): 0.1889 / 0.2023 hartree
* ΔE to the lowest compared entry with this formula, charge and spin: 132.1 kJ/mol
* HOMO (alpha / beta): -1.1 / -1.5 eV


Record 6
Computed, not measured: C30H24IrN2OP as an isolated structure, with ωB97M-V/def2-TZVPD.

CARTESIAN COORDINATES (ANGSTROEM)
Ir 0.405 -1.179 1.144
O 2.657 -2.495 1.893
N 2.438 -1.284 1.269
C 3.423 -0.631 0.786
C 3.358 0.688 0.176
C 4.592 1.290 -0.071
C 4.672 2.593 -0.543
C 3.512 3.315 -0.765
C 2.272 2.725 -0.539
C 2.181 1.413 -0.086
P 0.498 0.826 0.126
C -0.394 0.939 -1.396
C -1.793 0.836 -1.384
C -2.491 0.891 -2.576
C -1.802 1.029 -3.779
C -0.417 1.113 -3.796
C 0.296 1.065 -2.608
C -0.230 1.689 1.497
C 0.260 1.301 2.755
C -0.236 1.892 3.905
C -1.201 2.889 3.791
C -1.675 3.284 2.545
C -1.200 2.682 1.386
H 3.605 -2.717 1.889
H 4.415 -1.067 0.888
H 5.504 0.738 0.125
H 5.638 3.043 -0.723
H 3.562 4.336 -1.116
H 1.374 3.305 -0.721
H -2.333 0.738 -0.449
H -3.572 0.843 -2.580
H -2.357 1.074 -4.707
H 0.108 1.229 -4.735
H 1.376 1.131 -2.624
H 1.068 0.565 2.845
H 0.141 1.603 4.877
H -1.574 3.374 4.683
H -2.417 4.068 2.475
H -1.574 2.987 0.417
C -3.874 -0.920 1.837
C -4.368 -1.805 0.895
C -3.474 -2.504 0.089
C -2.115 -2.291 0.245
N -1.645 -1.400 1.161
C -2.500 -0.738 1.942
C -1.073 -2.914 -0.555
C -1.265 -4.001 -1.391
C -0.196 -4.482 -2.123
C 1.092 -3.874 -2.038
C 1.313 -2.814 -1.204
C 0.266 -2.334 -0.394
H -4.532 -0.370 2.495
H -5.434 -1.956 0.786
H -3.834 -3.200 -0.655
H -2.076 -0.069 2.680
H -2.231 -4.479 -1.476
H -0.330 -5.330 -2.783
H 1.896 -4.281 -2.639
H 2.292 -2.361 -1.150

Properties
* calculated total energy: -48627.38106 eV
* charge: +3
* multiplicity: 2
* orbital gap (alpha / beta): 0.2743 / 0.1951 hartree
* ΔE to the lowest compared entry with this formula, charge and spin: 0.0 kJ/mol
* HOMO (alpha / beta): -17.8 / -17.9 eV


> Look up the multiplicity of the third one.

6


> Which value of multiplicity does entry 2 give?

3


> Among the records above, which one has the highest multiplicity?

C30H24BrMnNP2S2


Please write out number 2 again, unchanged.
Computed, not measured: C30H24BrClO2PTm as an isolated structure, with ωB97M-V/def2-TZVPD.

CARTESIAN COORDINATES (ANGSTROEM)
C -0.864 -1.973 2.469
C -0.741 -2.409 1.119
C 0.641 -2.661 0.863
H -1.570 -2.616 0.442
C 1.377 -2.354 2.048
C 0.451 -1.922 3.050
H 0.680 -1.708 4.100
H -1.802 -1.799 2.997
H 1.054 -3.089 -0.053
H 2.448 -2.495 2.191
Tm 0.425 -0.152 1.392
Cl 2.776 0.510 1.021
P 0.186 -0.226 -1.726
C 1.397 -1.300 -2.561
C 1.112 -2.067 -3.701
H 0.111 -2.055 -4.134
C 2.114 -2.856 -4.277
H 1.882 -3.446 -5.163
C 3.395 -2.894 -3.732
H 4.175 -3.499 -4.190
C 3.678 -2.142 -2.588
H 4.672 -2.170 -2.146
C 2.690 -1.356 -2.006
H 2.907 -0.777 -1.105
C -1.429 -0.698 -2.405
C -1.847 -2.038 -2.295
H -1.162 -2.792 -1.903
C -3.139 -2.404 -2.675
H -3.452 -3.444 -2.579
C -4.030 -1.444 -3.166
H -5.037 -1.736 -3.466
C -3.622 -0.112 -3.266
H -4.314 0.643 -3.641
C -2.335 0.267 -2.876
H -2.033 1.313 -2.930
C 0.532 1.446 -2.382
C 1.079 1.641 -3.658
H 1.341 0.779 -4.276
C 1.290 2.940 -4.133
H 1.702 3.084 -5.132
C 0.983 4.044 -3.335
H 1.141 5.055 -3.711
C 0.471 3.848 -2.046
H 0.238 4.709 -1.417
C 0.255 2.560 -1.561
H -0.122 2.410 -0.545
Br 1.986 2.543 4.352
C 0.390 2.295 5.323
C 0.486 2.581 6.692
C -0.608 2.408 7.544
C -1.829 1.968 7.024
C -1.943 1.679 5.663
C -0.846 1.827 4.798
C -0.939 1.284 3.407
O -1.886 0.563 2.999
O 0.094 1.530 2.657
H 1.437 2.927 7.084
H -0.482 2.628 8.603
H -2.681 1.840 7.691
H -2.884 1.313 5.250

Properties
* calculated total energy: -156982.02252 eV
* multiplicity: 3
* orbital gap (alpha / beta): 0.3276 / 0.3279 hartree
* HOMO (alpha / beta): -8.6 / -8.6 eV